*one*
This record from the OMol25 dataset describes 2 unconnected molecules or ions with the total composition C4H10O2. The level of theory is wB97M-V/def2-TZVPD.

Geometry as XYZ:
```
16
C4H10O2 wB97M-V/def2-TZVPD
O 1.378 0.185 -0.476
O 3.052 -2.272 0.431
C -1.522 0.170 0.351
C 0.360 1.016 -1.092
H -3.318 1.273 0.501
H -1.289 2.167 -0.140
H 1.295 0.307 0.474
C -2.958 0.288 0.801
H -3.056 0.185 1.884
H -3.590 -0.446 0.307
H 0.107 0.466 -1.995
H -1.075 -0.735 0.749
C -0.849 1.174 -0.212
H 0.814 1.978 -1.305
H 2.477 -2.778 1.013
H 2.451 -1.906 -0.230
```

## Properties
- charge = 0
- structure (SMILES) = C/C=C/CO.O
- frontier orbital gap (eV) = 10.21
- E_HOMO (eV) = -9.44
- E_LUMO (eV) = 0.77

These are the Mulliken partial charges, in e, on atoms 1 to 2: O -0.497; O -0.637

*two*
This record from the OMol25 dataset describes 2 unconnected molecules or ions with the total composition C4H10O2. The level of theory is wB97M-V/def2-TZVPD.

Geometry as XYZ:
```
16
C4H10O2 wB97M-V/def2-TZVPD
O -0.693 1.357 -2.446
H -1.722 -2.224 -0.077
H 0.608 0.484 2.517
H -0.026 -1.063 -1.552
H 2.662 -0.170 0.704
H -0.534 -1.409 0.936
H 1.321 0.942 0.343
H 2.550 1.383 1.561
C -1.173 0.670 -1.373
C -1.328 -1.248 0.207
H -0.038 0.817 -2.906
C -0.789 -0.537 -0.989
H -2.123 -0.671 0.673
O 1.238 -0.128 2.120
H -1.926 1.242 -0.851
C 1.973 0.556 1.133
```

## Properties
- charge = 0
- structure (SMILES) = C/C=C/O.CO
- frontier orbital gap (eV) = 9.53
- E_HOMO (eV) = -8.65
- E_LUMO (eV) = 0.88

These are the Mulliken partial charges, in e, on atoms 1 to 2: O -0.496; H 0.316

Most stable of them? *two*.

*one*
This record from the OMol25 dataset describes 2 unconnected molecules or ions with the total composition C4H10O2. The level of theory is wB97M-V/def2-TZVPD.

Geometry as XYZ:
```
16
C4H10O2 wB97M-V/def2-TZVPD
H 1.516 1.939 -1.835
C -0.070 0.631 -2.385
H -0.797 0.042 0.701
O -0.534 0.171 -1.385
C 0.524 -0.885 2.321
H -0.032 -1.303 3.189
H 1.062 0.083 2.332
H -1.642 -2.252 2.035
C -0.459 -0.886 1.170
O -1.727 -1.449 1.601
H -0.047 -1.671 0.368
H -0.146 2.551 -1.490
H 0.560 2.652 -3.151
H 1.228 -1.651 2.053
C 0.456 2.036 -2.251
H 0.108 -0.009 -3.273
```

## Properties
- charge = 0
- structure (SMILES) = CC=O.CCO
- frontier orbital gap (eV) = 10.51
- E_HOMO (eV) = -9.56
- E_LUMO (eV) = 0.94

These are the Mulliken partial charges, in e, on atoms 1 to 2: H 0.223; C 0.067

*two*
This record from the OMol25 dataset describes a single C4H10O2 molecule. The level of theory is wB97M-V/def2-TZVPD.

Geometry as XYZ:
```
16
C4H10O2 wB97M-V/def2-TZVPD
H 1.048 0.161 -1.615
C -1.254 -1.031 -0.370
H 0.186 2.016 0.452
H -2.180 -0.900 0.197
C -0.628 1.360 0.123
H 2.500 -0.222 0.737
H 1.333 -1.352 -0.735
H -0.936 -2.073 -0.270
H -0.905 1.656 -0.895
C 1.128 -0.279 -0.615
O 0.058 -0.499 1.517
H -1.493 1.511 0.777
H 0.579 0.208 1.921
O 2.204 0.371 0.035
H -1.462 -0.830 -1.426
C -0.180 -0.098 0.165
```

## Properties
- charge = 0
- structure (SMILES) = CC(C)(O)CO
- frontier orbital gap (eV) = 10.90
- E_HOMO (eV) = -10.07
- E_LUMO (eV) = 0.82

These are the Mulliken partial charges, in e, on atoms 1 to 2: H 0.349; C -1.623

*three*
This record from the OMol25 dataset describes a single C4H10O2 molecule. The level of theory is wB97M-V/def2-TZVPD.

Geometry as XYZ:
```
16
C4H10O2 wB97M-V/def2-TZVPD
O 0.019 -1.804 -1.685
C -0.315 -1.955 -0.322
H 1.007 1.504 1.867
H 1.008 -1.036 1.231
C 0.563 -0.766 0.275
H 1.452 1.998 0.226
H -0.044 -2.965 0.041
O -0.720 0.885 -0.974
C 0.604 1.735 0.877
C -0.194 0.559 0.326
H 1.438 -0.571 -0.394
H -0.041 2.615 0.961
H -1.440 -2.006 -0.287
H -1.074 0.382 0.947
H -0.089 1.459 -1.431
H -0.284 -0.885 -1.801
```

## Properties
- charge = 0
- structure (SMILES) = C[C@@H](O)CCO
- frontier orbital gap (eV) = 10.57
- E_HOMO (eV) = -9.66
- E_LUMO (eV) = 0.91

These are the Mulliken partial charges, in e, on atoms 1 to 2: O -0.566; C -0.351

*four*
This record from the OMol25 dataset describes a single C4H10O2 molecule. The level of theory is wB97M-V/def2-TZVPD.

Geometry as XYZ:
```
16
C4H10O2 wB97M-V/def2-TZVPD
H -2.644 1.404 -0.425
H 2.954 -1.436 0.263
H 0.039 -0.250 -1.185
H 2.950 -0.150 -0.976
H -0.797 1.573 1.096
H 0.068 -0.738 1.639
C 0.317 0.408 -0.346
H -2.174 -0.234 -0.935
H -2.924 0.015 0.642
C 2.322 -0.853 -0.411
C -2.231 0.452 -0.082
H 0.638 1.374 -0.766
H 1.833 -1.537 -1.121
O 1.375 -0.182 0.384
O -0.848 -0.427 1.604
C -0.879 0.582 0.619
```

## Properties
- charge = 0
- structure (SMILES) = COC[C@@H](C)O
- frontier orbital gap (eV) = 10.94
- E_HOMO (eV) = -9.95
- E_LUMO (eV) = 0.99

These are the Mulliken partial charges, in e, on atoms 1 to 2: H 0.320; H 0.248

Most stable of them? *two*.

*one*
This record from the OMol25 dataset describes 2 unconnected molecules or ions with the total composition C4H10O2. The level of theory is wB97M-V/def2-TZVPD.

Geometry as XYZ:
```
16
C4H10O2 wB97M-V/def2-TZVPD
H -2.550 -0.091 0.120
O 1.601 2.630 1.167
H -0.230 -1.927 -1.788
H 3.358 1.300 1.726
O 2.564 0.752 1.889
H 0.614 0.897 1.801
H 0.419 -0.488 0.008
C 1.482 1.523 1.586
H -1.814 -1.793 0.102
C -0.402 -0.855 -1.927
C -1.677 -0.720 0.263
C -0.475 -0.191 -0.540
H -1.424 -0.726 1.312
H -1.327 -0.757 -2.473
H -0.535 0.876 -0.710
H 0.395 -0.430 -2.536
```

## Properties
- charge = 0
- structure (SMILES) = O=CO.CCC
- frontier orbital gap (eV) = 11.90
- E_HOMO (eV) = -11.08
- E_LUMO (eV) = 0.82

These are the Mulliken partial charges, in e, on atoms 1 to 2: H 0.295; O -0.517

*two*
This record from the OMol25 dataset describes 2 unconnected molecules or ions with the total composition C4H10O2. The level of theory is wB97M-V/def2-TZVPD.

Geometry as XYZ:
```
16
C4H10O2 wB97M-V/def2-TZVPD
H 1.348 0.863 0.945
C -0.634 0.533 1.166
C 0.416 1.356 1.640
H -1.506 -0.770 -1.308
H -0.652 -1.793 -0.125
C 0.287 0.131 -0.688
H -0.706 -0.455 1.624
O 1.601 0.215 -0.191
H -1.575 0.927 0.796
H 0.804 1.197 2.646
H -0.120 1.066 -1.086
H 1.136 -0.065 -1.501
H 0.358 2.409 1.354
O 0.122 -1.833 -2.052
C -0.514 -1.135 -0.990
H -0.367 -2.646 -2.230
```

## Properties
- charge = 0
- frontier orbital gap (eV) = 9.51
- E_HOMO (eV) = -8.92
- E_LUMO (eV) = 0.59

These are the Mulliken partial charges, in e, on atoms 1 to 2: H 0.232; C -0.686

*three*
This record from the OMol25 dataset describes 2 unconnected molecules or ions with the total composition C4H10O2. The level of theory is wB97M-V/def2-TZVPD.

Geometry as XYZ:
```
16
C4H10O2 wB97M-V/def2-TZVPD
H -1.599 0.904 0.270
C -0.862 0.134 0.351
C -0.243 0.392 1.756
H -0.608 -1.980 0.440
H 0.578 1.109 1.734
O -0.282 1.108 -1.709
H 2.896 -0.188 -1.675
H -2.219 -1.515 0.894
H -0.998 0.841 2.407
H 0.008 -0.564 2.233
C -1.409 -1.270 0.217
O 2.973 0.604 -2.221
H 1.204 0.521 -0.522
H -1.661 -1.396 -0.844
H 2.106 0.728 -2.627
C 0.118 0.574 -0.702
```

## Properties
- charge = 0
- structure (SMILES) = CC(C)C=O.O
- frontier orbital gap (eV) = 10.75
- E_HOMO (eV) = -10.08
- E_LUMO (eV) = 0.67

These are the Mulliken partial charges, in e, on atoms 1 to 2: H 0.199; C 0.876

Most stable of them? *one*.

*one*
This record from the OMol25 dataset describes a molecular structure, C24H26Cl2PPdSi. The level of theory is wB97M-V/def2-TZVPD.

Geometry as XYZ:
```
55
C24H26Cl2PPdSi wB97M-V/def2-TZVPD
C 2.384 2.080 0.661
H -3.396 -2.035 -1.837
H -1.070 1.704 2.535
C -1.209 1.222 1.585
Si -2.826 -2.252 0.682
C 2.362 0.466 -2.119
C -0.587 1.926 0.443
C 0.112 0.525 -3.825
C -3.804 -2.911 2.150
H -3.186 -3.111 3.051
C -1.473 -3.440 0.120
H -4.644 -2.922 -0.944
H -4.378 1.093 0.057
C 3.852 3.984 0.539
H 3.050 0.482 1.933
H 4.138 4.976 0.128
H -4.482 -2.119 2.451
C 4.270 2.246 2.175
C -3.319 1.332 0.220
C 2.528 0.248 -3.503
H 1.591 0.026 -5.410
C -1.356 2.700 -0.381
H -1.000 0.996 -2.052
C -3.974 -2.069 -0.886
H -3.355 2.848 -1.277
H -3.319 0.708 2.264
H 3.185 0.371 -1.417
C 1.417 0.256 -4.326
H -0.712 0.563 -4.505
H -4.592 -1.134 -0.862
P 0.959 1.090 0.147
C -0.045 0.786 -2.485
C 4.613 3.474 1.608
H -0.821 -3.020 -0.649
C 1.098 0.820 -1.621
C -2.733 2.338 -0.489
H -0.995 3.571 -0.917
C -1.996 -0.752 1.263
H -4.392 -3.799 1.909
Cl 1.945 -3.183 -0.253
C 2.705 3.301 0.114
H 3.545 0.106 -3.940
C 2.270 -3.983 1.312
C -0.732 -0.295 1.534
Cl 2.807 -2.724 2.548
H -1.958 -4.256 -0.340
Pd 1.054 -1.069 1.265
H 4.767 1.920 3.081
C 3.171 1.535 1.704
H 2.076 3.776 -0.637
H 5.562 3.929 1.944
H 3.153 -4.622 1.200
H -0.961 -3.843 1.032
C -2.672 0.673 1.352
H 1.372 -4.533 1.665
```

## Properties
- charge = -1
- frontier orbital gap (spin up / spin down) (eV) = 4.16 / 3.67
- E_HOMO (spin up / spin down) (eV) = -1.48 / -0.99
- E_LUMO (spin up / spin down) (eV) = 2.68 / 2.69

These are the Mulliken partial charges, in e, on atoms 1 to 2: C 0.097; H 0.272

*two*
This record from the OMol25 dataset describes a molecular structure, C24H26Cl2PPdSi. The level of theory is wB97M-V/def2-TZVPD.

Geometry as XYZ:
```
55
C24H26Cl2PPdSi wB97M-V/def2-TZVPD
H -1.172 -1.732 -2.521
H -4.729 2.441 1.702
H -0.821 -5.314 1.125
C -0.278 0.268 -2.182
H -2.921 -0.926 -3.933
Cl 3.316 3.118 2.901
H -1.065 2.926 -4.125
H -0.298 -4.914 -1.344
H -4.431 1.305 0.446
H 2.360 0.952 2.790
C -1.191 -0.667 -2.740
C 0.353 -2.911 -1.041
C -0.320 1.593 -2.597
C -2.663 -0.526 3.745
C 2.373 0.139 -0.976
C 2.640 1.728 2.073
C 0.417 -1.798 -0.182
C 4.160 0.879 -2.543
C -1.421 0.640 1.233
H -3.238 -0.361 4.669
C 2.791 0.910 -2.121
C 3.324 -0.692 -0.359
C 5.055 0.015 -1.974
H -3.218 -1.422 3.293
H 5.361 -1.475 -0.497
Pd 1.233 2.085 0.714
H 0.657 -1.335 1.924
Si -2.841 0.899 2.417
H 5.949 -0.258 -2.477
C 0.318 -2.122 1.198
C -0.068 -3.390 1.623
C -0.107 -4.147 -0.620
C 4.667 -0.735 -0.856
C -0.315 -4.413 0.724
H -0.179 -3.529 2.732
H -1.417 2.071 4.134
Cl 1.012 4.238 -0.362
H -1.632 -0.705 4.008
C -2.154 -0.257 -3.670
C -4.416 1.381 1.512
P 0.606 -0.084 -0.633
H -5.317 0.753 1.864
H -2.431 3.189 3.204
H 0.318 2.299 -2.102
C -2.093 1.064 -4.151
H 3.053 -1.391 0.442
H 4.503 1.630 -3.304
H 3.508 1.413 1.442
C -2.398 2.213 3.668
C -0.301 0.730 0.669
H 0.615 -2.827 -2.099
H -2.732 1.400 -4.963
C -1.207 1.983 -3.624
H -3.261 2.150 4.351
H 2.045 1.520 -2.607
```

## Properties
- charge = -1
- frontier orbital gap (spin up / spin down) (eV) = 4.99 / 4.69
- E_HOMO (spin up / spin down) (eV) = -2.54 / -2.25
- E_LUMO (spin up / spin down) (eV) = 2.45 / 2.44

These are the Mulliken partial charges, in e, on atoms 1 to 2: H 0.294; H 0.315

Most stable of them? *two*.

*one*
This record from the OMol25 dataset describes 2 unconnected molecules or ions with the total composition CH3FS2. The level of theory is wB97M-V/def2-TZVPD.

Geometry as XYZ:
```
7
CH3FS2 wB97M-V/def2-TZVPD
S 1.840 1.039 -0.298
F -0.107 -0.473 -1.265
H -0.601 1.570 -0.754
H -1.523 -1.177 0.767
C 0.142 0.718 -0.600
H 2.325 -0.165 -0.404
S -1.339 -0.185 1.728
```

## Properties
- charge = 0
- frontier orbital gap (spin up / spin down) (eV) = 8.54 / 6.77
- E_HOMO (spin up / spin down) (eV) = -9.13 / -8.44
- E_LUMO (spin up / spin down) (eV) = -0.59 / -1.67

These are the Mulliken partial charges, in e, on atoms 1 to 2: S -0.091; F -0.179

*two*
This record from the OMol25 dataset describes 2 unconnected molecules or ions with the total composition CH3FS2. The level of theory is wB97M-V/def2-TZVPD.

Geometry as XYZ:
```
7
CH3FS2 wB97M-V/def2-TZVPD
H 1.980 -2.081 -0.924
S 0.814 -1.821 -0.249
C -0.986 1.044 0.208
F 1.258 -0.212 0.093
H -1.283 0.791 -0.874
H -0.106 1.570 0.185
S -1.677 0.709 1.561
```

## Properties
- charge = 0
- structure (SMILES) = C=S.FS
- frontier orbital gap (eV) = 8.14
- E_HOMO (eV) = -8.65
- E_LUMO (eV) = -0.51

These are the Mulliken partial charges, in e, on atoms 1 to 2: H 0.174; S 0.083

Most stable of them? *two*.

*one*
This record from the OMol25 dataset describes 2 unconnected molecules or ions with the total composition C2H8N2O. The level of theory is wB97M-V/def2-TZVPD.

Geometry as XYZ:
```
13
C2H8N2O wB97M-V/def2-TZVPD
H -0.090 -1.746 -0.659
H -0.976 -1.056 1.869
H 0.142 2.934 -1.406
H 0.453 -2.750 -1.654
N -0.297 -0.035 0.105
N 0.023 1.893 -1.211
C -0.150 -0.450 1.508
H 1.177 1.287 0.584
H -0.243 0.295 2.256
O -0.155 -2.044 -1.568
H 0.721 -1.043 1.727
H -0.951 1.693 -1.416
C 0.346 1.021 -0.136
```

## Properties
- charge = 0
- structure (SMILES) = C/N=C/N.O
- frontier orbital gap (eV) = 10.21
- E_HOMO (eV) = -9.13
- E_LUMO (eV) = 1.08

These are the Mulliken partial charges, in e, on atoms 1 to 2: H 0.393; H 0.345

*two*
This record from the OMol25 dataset describes 2 unconnected molecules or ions with the total composition C2H8N2O. The level of theory is wB97M-V/def2-TZVPD.

Geometry as XYZ:
```
13
C2H8N2O wB97M-V/def2-TZVPD
N -0.082 1.357 1.248
H 0.376 -3.084 -0.640
H 0.078 2.363 1.256
O -1.134 -1.780 -0.327
H 0.456 2.261 -1.351
N 0.349 1.261 -1.242
H -0.572 0.994 -1.552
C -0.439 -2.705 -0.005
H 1.671 0.994 0.286
C 0.618 0.763 0.104
H -1.084 1.193 1.220
H 0.433 -0.291 0.123
H -0.670 -3.326 0.881
```

## Properties
- charge = 0
- structure (SMILES) = C=O.NCN
- frontier orbital gap (eV) = 9.36
- E_HOMO (eV) = -8.75
- E_LUMO (eV) = 0.60

These are the Mulliken partial charges, in e, on atoms 1 to 2: N -0.573; H 0.254

*three*
This record from the OMol25 dataset describes 2 unconnected molecules or ions with the total composition C2H8N2O. The level of theory is wB97M-V/def2-TZVPD.

Geometry as XYZ:
```
13
C2H8N2O wB97M-V/def2-TZVPD
H 0.049 0.820 -0.676
H -2.465 0.941 0.712
H 0.052 -1.317 -0.119
O 4.441 -3.932 1.499
C -2.025 2.305 -0.850
H 4.809 -4.392 0.755
H 4.581 -3.000 1.320
N -1.687 1.320 0.183
C -0.722 0.396 0.035
N -0.717 -0.841 0.332
H -1.946 3.331 -0.458
H -1.296 2.191 -1.649
H -3.075 2.178 -1.084
```

## Properties
- charge = 0
- structure (SMILES) = [H]/N=C/NC.O
- frontier orbital gap (eV) = 9.85
- E_HOMO (eV) = -8.94
- E_LUMO (eV) = 0.91

These are the Mulliken partial charges, in e, on atoms 1 to 2: H 0.204; H 0.261

Most stable of them? *three*.